Entry 1:
16
Properties=species:S:1:pos:R:3:forces:R:3:lowdin_charge:R:1 method="wB97M-V/def2-TZVPD" e_lumo_ev=0.74 de_lowest_kj_mol=887.4 e_homo_ev=-7.484 homo_lumo_gap_ha=0.3022 e_tot_ha=-399.883490 spin_multiplicity=1
C -1.6298 0.1762 1.7348 0.632 0.076 0.269 -0.085
C -1.2570 0.1477 0.2805 1.996 0.505 -1.002 -0.101
N 0.3960 0.1607 0.0416 -1.999 -0.818 -0.002 -0.041
O 0.6925 0.7241 -1.2076 -0.847 0.207 0.433 -0.133
C 1.9319 0.2852 -1.7547 0.203 -0.400 0.171 -0.058
O 0.7974 -1.3932 0.1387 -0.863 0.379 -0.028 -0.188
O -0.3435 -2.0575 -0.0839 0.812 -1.500 -0.121 -0.296
H -1.5194 -0.8008 2.2026 -0.021 -0.044 -0.150 0.082
H -0.9910 0.8763 2.2794 -0.165 0.074 0.087 0.073
H -2.6612 0.5140 1.8458 0.039 -0.045 -0.100 0.082
H -1.5921 -0.7808 -0.2438 0.721 0.806 0.385 0.108
H -1.5338 1.0295 -0.2787 -0.053 0.328 0.010 0.106
H 1.0137 0.5513 0.7584 -0.422 0.290 0.015 0.173
H 2.7734 0.6164 -1.1375 -0.024 0.013 -0.023 0.091
H 1.9396 -0.8018 -1.8393 0.044 0.129 -0.062 0.090
H 1.9833 0.7527 -2.7365 -0.053 0.000 0.119 0.097

***

Entry 2:
14
Properties=species:S:1:pos:R:3:forces:R:3:lowdin_charge:R:1 method="wB97M-V/def2-TZVPD" e_lumo_ev=0.98 de_lowest_kj_mol=492.5 e_homo_ev=-6.714 homo_lumo_gap_ha=0.2827 e_tot_ha=-320.695723 spin_multiplicity=1
N 0.7894 0.0493 -2.2307 -0.105 0.048 0.219 0.114
C 0.2312 -0.3490 -1.0165 0.146 -0.061 -0.051 -0.388
C -0.5022 0.2905 0.0888 0.326 0.143 0.033 -0.287
C 0.4624 0.3124 1.2255 -0.288 0.402 0.067 -0.134
N 0.1800 1.2884 2.0860 0.090 -0.262 0.009 0.032
C -0.9963 -1.2282 0.3905 0.002 -0.078 0.154 -0.085
N -0.0635 -1.5628 -0.6229 0.237 -0.093 -0.316 0.050
H 0.1561 -0.1079 -3.0090 0.092 -0.002 -0.030 0.088
H 1.0436 1.0283 -2.1962 0.043 -0.082 -0.091 0.085
H -1.0853 1.2022 -0.1633 -0.189 -0.656 0.441 0.134
H 0.6797 1.2879 2.9604 0.025 0.262 -0.063 0.080
H -0.5486 1.9977 1.9825 0.056 -0.294 -0.013 0.095
H -0.7656 -1.7802 1.3261 -0.214 0.725 -0.226 0.057
H 0.4192 -2.4288 -0.8211 -0.222 -0.051 -0.133 0.159

***

Entry 3:
10
Properties=species:S:1:pos:R:3:forces:R:3:lowdin_charge:R:1 method="wB97M-V/def2-TZVPD" e_lumo_ev=-0.44 de_lowest_kj_mol=206.2 e_homo_ev=-8.839 homo_lumo_gap_ha=0.3085 e_tot_ha=-988.253650 spin_multiplicity=1
O 0.9203 -0.1726 1.2184 -0.777 0.817 0.787 -0.127
C -0.2694 0.5584 0.8249 1.359 -0.633 -1.459 -0.229
C -0.8191 -0.0646 -0.4808 -0.857 1.253 1.528 -0.534
S -0.9329 -1.9091 -0.5146 0.211 0.410 -0.406 0.937
C 0.2402 -0.7729 -1.0951 1.503 -0.843 -1.986 -1.159
S 1.7015 -0.5870 -1.8122 -1.351 -0.308 0.413 0.669
H 1.7397 0.1513 0.7938 -1.031 0.065 0.117 0.073
H -0.0280 1.5436 0.4508 0.307 0.646 0.413 0.115
H -1.0038 0.6386 1.6075 0.017 -0.319 0.497 0.116
H -1.5485 0.6144 -0.9926 0.620 -1.089 0.096 0.138